Entry from the OMol25 dataset: C27H47HgN8Si3 as an isolated structure (ωB97M-V/def2-TZVPD).

Results
2S+1   2
Maximum force   0.50 eV/A
<S²>   0.7541
Orbital gap (spin up / spin down)   6.443 / 6.318 eV

Element x y z (Å)
Hg1 0.242 -0.988 1.285
C1 -3.277 1.138 2.240
N1 -3.778 0.622 0.977
C2 -5.219 0.703 0.825
C3 -3.094 -0.447 0.420
N2 -2.236 -0.131 -0.708
N3 -3.746 -1.691 0.343
C4 -3.343 -2.822 -0.349
N4 -4.009 -3.964 0.052
N5 -2.417 -2.746 -1.226
H1 -3.683 0.585 3.099
H2 -3.553 2.189 2.342
H3 -2.192 1.063 2.260
H4 -5.765 0.160 1.612
H5 -5.513 0.310 -0.146
H6 -5.524 1.750 0.877
H7 -1.380 0.366 -0.404
H8 -4.393 -1.844 1.099
H9 -4.910 -3.857 0.489
H10 -3.967 -4.735 -0.595
H11 -2.184 -3.629 -1.665
N6 0.451 -2.070 4.933
C5 1.455 -1.194 5.222
C6 1.398 -0.283 6.252
C7 2.458 0.612 6.485
C8 3.582 0.607 5.708
C9 3.682 -0.325 4.647
C10 4.809 -0.411 3.797
C11 4.835 -1.339 2.799
C12 3.723 -2.194 2.640
N7 2.661 -2.146 3.400
C13 2.627 -1.225 4.397
H12 0.613 -2.746 4.208
H13 -0.327 -2.177 5.554
H14 0.522 -0.254 6.889
H15 2.371 1.319 7.299
H16 4.393 1.301 5.886
H17 5.639 0.268 3.951
H18 5.679 -1.427 2.130
H19 3.716 -2.928 1.841
C14 -1.843 2.410 -4.092
Si1 -1.284 0.999 -2.965
C15 -2.821 0.650 -1.848
C16 -1.201 -0.559 -4.026
C17 0.078 1.261 -1.826
Si2 0.137 2.788 -0.840
C18 -1.586 3.457 -0.388
C19 0.992 4.238 -1.710
C20 1.009 2.619 0.827
Si3 1.648 0.562 -2.365
C21 3.126 0.866 -1.231
C22 2.200 1.153 -4.085
C23 1.653 -1.355 -2.471
C24 2.447 -2.017 -3.412
C25 2.515 -3.399 -3.423
C26 1.796 -4.105 -2.471
C27 1.050 -3.378 -1.556
N8 0.966 -2.054 -1.554
H20 -2.758 2.174 -4.639
H21 -1.068 2.646 -4.823
H22 -2.023 3.313 -3.509
H23 -3.589 0.040 -2.326
H24 -3.270 1.561 -1.459
H25 -1.893 -1.045 -1.093
H26 -2.126 -0.688 -4.590
H27 -1.050 -1.439 -3.400
H28 -0.380 -0.529 -4.741
H29 -2.229 3.591 -1.256
H30 -1.474 4.437 0.081
H31 -2.113 2.824 0.330
H32 0.473 4.494 -2.636
H33 2.016 3.971 -1.978
H34 1.036 5.133 -1.087
H35 0.601 1.792 1.413
H36 0.897 3.533 1.411
H37 2.076 2.437 0.704
H38 3.404 1.919 -1.180
H39 3.987 0.310 -1.606
H40 2.918 0.522 -0.218
H41 2.073 2.235 -4.134
H42 1.589 0.717 -4.877
H43 3.244 0.932 -4.313
H44 3.001 -1.442 -4.142
H45 3.118 -3.918 -4.158
H46 1.821 -5.185 -2.426
H47 0.494 -3.888 -0.774

Results of the Löwdin charge analysis, in e, for atoms 1 through 5:
1. Hg 0.572
2. C -0.073
3. N -0.211
4. C -0.076
5. C -0.311


Entry from the OMol25 dataset: C27H48AsNSi3TeV as an isolated structure (ωB97M-V/def2-TZVPD).

Results
2S+1   4
Maximum force   2.54 eV/A
Energy above the lowest of the compared OMol25 structures with the same formula, charge and spin   21.1 kcal/mol
<S²>   3.7744
Orbital gap (spin up / spin down)   7.229 / 7.276 eV

Element x y z (Å)
V1 -0.566 -0.620 0.388
C1 -1.158 -2.382 -0.643
Si1 -0.394 -1.928 -2.285
C2 1.400 -1.475 -1.720
N1 1.357 -0.376 -0.752
C3 2.566 -0.341 0.076
C4 3.810 0.127 -0.680
C5 3.580 1.533 -1.262
C6 2.147 2.001 -1.018
C7 1.171 0.914 -1.454
C8 -0.248 -3.301 -3.601
C9 -1.063 -3.351 -4.726
C10 -0.981 -4.389 -5.639
C11 -0.090 -5.425 -5.426
C12 0.696 -5.424 -4.287
C13 0.617 -4.371 -3.392
C14 -1.160 -0.372 -3.087
C15 -2.041 0.465 -2.406
C16 -2.545 1.610 -3.005
C17 -2.183 1.936 -4.302
C18 -1.305 1.118 -4.994
C19 -0.799 -0.017 -4.383
H1 -0.601 -3.222 -0.202
H2 -2.188 -2.741 -0.787
H3 2.070 -1.244 -2.560
H4 1.828 -2.351 -1.225
H5 2.735 -1.336 0.496
H6 2.385 0.343 0.912
H7 4.045 -0.586 -1.473
H8 4.656 0.124 0.009
H9 3.759 1.512 -2.338
H10 4.274 2.248 -0.825
H11 1.944 2.900 -1.603
H12 1.979 2.253 0.036
H13 1.307 0.765 -2.533
H14 0.143 1.273 -1.296
H15 -1.779 -2.561 -4.899
H16 -1.616 -4.392 -6.515
H17 -0.014 -6.234 -6.139
H18 1.370 -6.247 -4.094
H19 1.240 -4.387 -2.509
H20 -2.348 0.226 -1.385
H21 -3.231 2.244 -2.461
H22 -2.589 2.819 -4.777
H23 -1.017 1.364 -6.007
H24 -0.104 -0.641 -4.928
C20 -2.167 3.059 4.377
Si2 -1.325 2.874 2.643
C21 -2.723 2.944 1.327
C22 -0.275 4.481 2.483
As1 -0.007 1.100 1.901
Si3 1.572 0.868 3.609
C23 1.053 1.231 5.421
C24 3.032 2.088 3.251
C25 2.204 -0.956 3.552
H25 -3.063 3.671 4.305
H26 -1.495 3.539 5.082
H27 -2.455 2.104 4.804
H28 -3.398 3.782 1.471
H29 -3.313 2.028 1.355
H30 -2.290 3.019 0.332
H31 -0.858 5.385 2.617
H32 0.202 4.522 1.508
H33 0.513 4.479 3.231
H34 0.819 2.282 5.544
H35 1.841 0.986 6.126
H36 0.171 0.664 5.697
H37 2.610 3.061 3.007
H38 3.634 1.777 2.401
H39 3.699 2.223 4.095
H40 1.538 -1.543 2.914
H41 2.211 -1.421 4.531
H42 3.208 -1.039 3.151
C26 -3.199 -0.309 3.373
Te1 -2.944 -1.121 1.376
C27 -2.572 -3.082 2.182
H43 -2.237 0.014 3.765
H44 -3.624 -1.071 4.021
H45 -3.871 0.540 3.323
H46 -3.262 -3.274 2.997
H47 -1.548 -3.152 2.529
H48 -2.743 -3.812 1.400

Results of the Löwdin charge analysis, in e, for atoms 1 through 5:
1. V 0.068
2. C -0.441
3. Si 0.644
4. C -0.234
5. N -0.297


Entry from the OMol25 dataset: C27H48BBr3Ca2CsF5N7O13S2 as an isolated structure (ωB97M-V/def2-TZVPD).

Results
Net charge   +1
Maximum force   10.97 eV/A
Orbital gap   2.587 eV

Element x y z (Å)
C1 2.117 -0.855 2.497
C2 0.708 -0.909 1.881
C3 -0.064 -2.136 2.382
N1 -0.857 -2.748 1.334
C4 -0.461 -3.825 0.707
C5 0.843 -4.570 0.926
O1 0.899 -5.414 1.817
O2 1.716 -4.179 0.129
N2 -1.351 -4.200 -0.226
C6 -2.294 -3.300 -0.134
N3 -3.385 -3.347 -0.953
F1 -3.385 -4.387 -1.825
C7 -4.503 -2.493 -1.081
C8 -5.726 -2.893 -0.252
C9 -5.500 -3.649 1.037
F2 -6.595 -1.699 0.072
N4 -2.077 -2.366 0.813
C10 -2.813 -1.226 1.298
C11 -2.545 0.103 0.529
C12 -1.888 -0.084 -0.834
S1 -2.218 1.272 -1.989
C13 -1.406 2.674 -1.330
S2 -0.054 2.470 -0.409
N5 -1.993 3.882 -1.653
C14 -1.931 4.814 -0.537
C15 -2.722 4.215 0.644
C16 -1.515 4.422 -2.965
C17 0.001 4.418 -3.188
H1 2.840 -1.295 1.829
H2 2.147 -1.424 3.421
H3 2.412 0.152 2.751
H4 0.835 -0.982 0.806
H5 0.152 -0.020 2.159
H6 0.684 -2.831 2.733
H7 -0.646 -1.843 3.248
H8 -4.274 -1.446 -0.933
H9 -4.807 -2.545 -2.128
H10 -6.370 -3.592 -0.952
H11 -4.479 -3.971 1.182
H12 -6.117 -4.567 1.008
H13 -5.875 -3.104 1.894
H14 -3.865 -1.464 1.282
H15 -2.565 -1.040 2.333
H16 -3.521 0.550 0.356
H17 -1.996 0.806 1.136
H18 -2.238 -0.958 -1.370
H19 -0.820 -0.227 -0.720
H20 -0.907 4.942 -0.204
H21 -2.446 5.725 -0.801
H22 -2.107 3.602 1.290
H23 -3.455 3.543 0.208
H24 -3.288 4.964 1.180
H25 -1.934 3.767 -3.722
H26 -1.906 5.417 -3.104
H27 0.242 5.228 -3.863
H28 0.331 3.512 -3.682
H29 0.547 4.525 -2.262
B1 3.938 7.070 -3.366
O3 4.434 8.049 -2.348
C18 3.632 8.006 -1.341
O4 3.702 8.610 -0.302
C19 2.556 6.974 -1.659
O5 1.632 6.644 -0.858
O6 2.689 6.465 -2.775
F3 4.873 6.124 -3.626
F4 3.579 7.719 -4.526
Ca1 1.790 5.287 0.668
O7 -0.974 -7.944 1.341
H30 -0.704 -7.027 1.216
H31 -0.539 -8.198 2.160
O8 -6.984 -6.246 0.599
C20 -7.955 -6.957 1.044
C21 -9.347 -5.916 1.187
O9 -10.347 -6.512 1.626
H32 -7.871 -7.388 2.054
H33 -8.325 -7.785 0.417
H34 -9.407 -5.495 0.148
H35 -8.956 -5.053 1.803
C22 4.671 3.116 -5.746
C23 4.266 3.267 -4.298
O10 3.279 2.260 -3.918
C24 3.739 1.051 -3.756
O11 4.900 0.696 -3.871
O12 2.695 0.240 -3.443
C25 3.040 -1.153 -3.327
H36 3.793 3.143 -6.393
H37 5.343 3.923 -6.026
H38 5.177 2.168 -5.930
H39 3.797 4.226 -4.144
H40 5.121 3.223 -3.627
H41 3.851 -1.301 -2.614
H42 3.312 -1.547 -4.303
H43 2.169 -1.689 -2.962
C26 5.899 -0.431 3.500
O13 4.916 0.092 2.980
N6 7.176 -0.079 3.167
N7 5.793 -1.399 4.448
H44 7.991 -0.493 3.580
H45 7.293 0.635 2.474
H46 4.870 -1.682 4.716
H47 6.582 -1.839 4.887
Ca2 -7.902 -2.872 -0.814
C27 6.151 -0.863 8.194
Br1 4.478 -1.787 7.955
Br2 6.567 -0.605 10.046
Br3 7.587 -1.750 7.264
H48 6.042 0.114 7.750
F5 4.019 5.109 -1.419
Cs1 4.396 0.387 -1.597

Results of the Löwdin charge analysis, in e, for atoms 1 through 5:
1. C -0.087
2. C -0.208
3. C -0.086
4. N 0.049
5. C -0.132


- Which value of maximum force does entry 1 give?
  0.50 eV/A


- Which of these has the lowest maximum force?
  C27H47HgN8Si3